# 1
{"formula": "C33H35NO6STeW", "method": "ωB97M-V/def2-TZVPD", "homo_energy_ha": [-0.1433, -0.1939], "multiplicity": 2, "charge": -1, "gap_ev": [6.036, 7.412], "lumo_energy_ev": [2.14, 2.14], "symbols": ["W", "O", "C", "O", "C", "C", "C", "C", "C", "O", "C", "C", "O", "O", "H", "H", "H", "H", "H", "H", "H", "H", "S", "C", "C", "C", "C", "C", "C", "Te", "N", "C", "O", "C", "C", "C", "C", "C", "C", "C", "C", "C", "C", "C", "C", "C", "C", "C", "C", "C", "C", "H", "H", "H", "H", "H", "H", "H", "H", "H", "H", "H", "H", "H", "H", "H", "H", "H", "H", "H", "H", "H", "H", "H", "H", "H", "H", "H"], "xyz": [[0.5198, 0.4584, -0.5539], [0.6656, 4.6814, -0.6493], [0.3182, 3.5971, -0.2395], [0.4263, 2.4876, -0.9321], [-0.4229, 3.4539, 1.0824], [-1.7547, 2.7354, 0.8052], [-2.7314, 2.9338, 1.9629], [-2.1276, 1.9947, 3.0358], [-0.9046, 1.4491, 2.3091], [-1.3763, 1.3525, 0.9429], [0.1899, 2.5182, 2.1828], [1.5426, 1.8582, 1.9325], [2.5140, 2.2164, 2.5567], [1.5784, 0.8229, 1.1113], [-0.5734, 4.4564, 1.4767], [-2.1566, 2.8974, -0.1922], [-3.7353, 2.6183, 1.6812], [-2.7723, 3.9767, 2.2766], [-2.8096, 1.1798, 3.2779], [-1.8590, 2.5060, 3.9596], [-0.5644, 0.4706, 2.6322], [0.3254, 3.0790, 3.1057], [2.1714, -0.0333, -1.9019], [-4.7660, -4.9683, 7.6111], [-4.1278, -4.3046, 6.4185], [-2.8079, -3.8787, 6.4528], [-2.2017, -3.2754, 5.3566], [-0.7757, -2.8172, 5.4923], [-2.9354, -3.1019, 4.1707], [-2.0191, -2.1698, 2.4863], [-0.5302, -1.0237, -0.3290], [-1.2061, -1.8645, -1.1501], [-1.7483, -2.9208, -0.8827], [-1.2241, -1.3018, -2.5706], [-1.4236, -2.1057, -3.6768], [-1.3261, -1.5567, -4.9509], [-1.0391, -0.2056, -5.1184], [-0.8562, 0.6060, -4.0070], [-0.9220, 0.0438, -2.7443], [-0.6631, -3.7434, 2.0754], [0.7116, -3.5442, 2.1845], [1.3525, -2.2423, 2.5820], [1.5658, -4.6071, 1.8798], [1.0938, -5.8414, 1.4784], [2.0346, -6.9709, 1.1519], [-0.2815, -6.0115, 1.3672], [-1.1706, -4.9833, 1.6438], [-2.6394, -5.2269, 1.4306], [-4.2743, -3.5237, 4.1207], [-5.1617, -3.4127, 2.9031], [-4.8416, -4.1118, 5.2500], [-4.1407, -4.8672, 8.4980], [-4.9176, -6.0344, 7.4278], [-5.7415, -4.5307, 7.8294], [-2.2317, -4.0104, 7.3629], [-0.4245, -2.9621, 6.5135], [-0.6838, -1.7608, 5.2305], [-0.1199, -3.3693, 4.8181], [-1.6410, -3.1555, -3.5276], [-1.4700, -2.1850, -5.8211], [-0.9683, 0.2110, -6.1148], [-0.6287, 1.6593, -4.1128], [-1.0624, 0.7087, -1.8721], [0.6757, -1.6157, 3.1596], [1.6450, -1.6759, 1.6946], [2.2520, -2.4223, 3.1722], [2.6366, -4.4469, 1.9606], [3.0734, -6.6638, 1.2702], [1.8967, -7.3050, 0.1217], [1.8575, -7.8299, 1.8027], [-0.6752, -6.9665, 1.0327], [-2.7983, -6.2030, 0.9708], [-3.0394, -4.4542, 0.7727], [-3.1864, -5.2000, 2.3740], [-4.6882, -2.8697, 2.0922], [-6.0968, -2.9132, 3.1639], [-5.4127, -4.4103, 2.5348], [-5.8790, -4.4323, 5.2014]]}

=====

# 2
{"formula": "C33H36AsBCsIN12S", "method": "ωB97M-V/def2-TZVPD", "homo_energy_ha": -0.0811, "charge": -2, "gap_ev": 5.582, "lumo_energy_ev": 3.37, "symbols": ["Cs", "C", "C", "N", "N", "C", "B", "N", "C", "C", "C", "N", "N", "C", "C", "C", "N", "H", "H", "H", "H", "H", "H", "H", "H", "H", "H", "S", "C", "C", "C", "C", "C", "C", "N", "C", "C", "C", "C", "C", "C", "C", "H", "H", "H", "H", "H", "H", "H", "H", "N", "C", "N", "C", "N", "I", "C", "C", "N", "N", "C", "H", "H", "H", "C", "C", "As", "C", "C", "C", "C", "H", "H", "H", "H", "H", "H", "H", "H", "H", "H", "H", "H", "H", "H", "H"], "xyz": [[0.6675, -0.3839, 0.4876], [-0.5594, 4.7933, -0.2491], [-0.1430, 3.4767, 0.0493], [-0.6835, 2.6057, -0.7961], [-1.4434, 3.3216, -1.6422], [-1.3964, 4.6361, -1.3366], [-2.3209, 2.6309, -2.7200], [-3.5348, 1.8988, -2.0385], [-4.4873, 2.5579, -1.3487], [-5.3710, 1.6315, -0.8390], [-4.8523, 0.3993, -1.2822], [-3.7453, 0.5633, -1.9996], [-1.4881, 1.6796, -3.5951], [-1.0981, 1.9420, -4.8606], [-0.2837, 0.9157, -5.2848], [-0.2427, 0.0432, -4.1784], [-0.9621, 0.5071, -3.1655], [-0.2925, 5.7106, 0.2543], [0.5177, 3.1237, 0.8388], [-1.9528, 5.3569, -1.9185], [-2.7600, 3.5162, -3.4335], [-4.4601, 3.6345, -1.2572], [-6.2386, 1.8142, -0.2251], [-5.2204, -0.6009, -1.0948], [-1.4174, 2.8458, -5.3559], [0.2075, 0.8155, -6.2396], [0.2848, -0.8965, -4.0691], [-0.8615, 0.9807, 5.7414], [-2.3044, 0.3587, 5.0198], [-3.5522, 0.1110, 5.5879], [-4.5600, -0.3859, 4.7744], [-4.3280, -0.6175, 3.4135], [-3.0891, -0.3654, 2.8529], [-2.0634, 0.1203, 3.6645], [-0.7744, 0.4097, 3.2296], [-0.0217, 0.8725, 4.1704], [1.3982, 1.3237, 4.0382], [2.0670, 1.7374, 5.2021], [3.3687, 2.2019, 5.1366], [3.9903, 2.2487, 3.8896], [3.3021, 1.8235, 2.7583], [1.9763, 1.3384, 2.7502], [-3.7306, 0.2952, 6.6408], [-5.5370, -0.5916, 5.1961], [-5.1276, -0.9989, 2.7892], [-2.9033, -0.5350, 1.7981], [1.5769, 1.6979, 6.1720], [3.8905, 2.5146, 6.0330], [5.0128, 2.6095, 3.8107], [3.8433, 1.8780, 1.8106], [1.9588, -3.2239, -0.2393], [1.7895, -4.0121, 0.6098], [1.5057, -4.9516, 1.4675], [2.1402, -5.2078, 2.5935], [2.6435, -5.5289, 3.5948], [-3.2601, -5.6896, -2.9772], [-2.5551, -3.8792, -2.2933], [-2.9092, -2.6342, -2.7676], [-2.2041, -1.7528, -2.0408], [-1.4087, -2.3367, -1.1285], [-1.6137, -3.6424, -1.2714], [-3.5772, -2.3227, -3.5566], [-2.1881, -0.7419, -2.1836], [-1.0709, -4.3504, -0.6582], [3.2566, 1.3108, -3.4604], [4.1614, 0.7038, -2.3794], [3.2834, -0.8423, -1.4911], [4.6184, -1.1284, -0.0684], [6.0842, -1.0803, -0.4873], [3.8736, -2.2573, -2.7188], [2.7977, -2.5722, -3.7613], [3.6722, 2.2390, -3.8609], [2.2601, 1.5362, -3.0767], [3.1202, 0.6259, -4.3020], [4.3551, 1.4406, -1.5946], [5.1288, 0.4167, -2.7955], [4.3645, -2.1002, 0.3560], [4.4142, -0.3892, 0.7095], [6.3098, -1.8323, -1.2475], [6.7355, -1.2743, 0.3712], [6.3593, -0.1057, -0.8940], [4.0423, -3.1306, -2.0894], [4.8185, -1.9736, -3.1815], [1.8666, -2.8611, -3.2675], [3.1005, -3.3959, -4.4131], [2.5814, -1.7104, -4.3983]]}

=====

# 3
{"formula": "C33H36AsBrN2PTi", "method": "ωB97M-V/def2-TZVPD", "homo_energy_ha": [-0.4962, -0.4970], "multiplicity": 2, "charge": 2, "gap_ev": [6.502, 5.568], "lumo_energy_ev": [-7.00, -7.96], "symbols": ["Ti", "C", "C", "C", "C", "C", "H", "H", "H", "H", "H", "Br", "C", "C", "C", "C", "C", "C", "N", "C", "C", "C", "C", "C", "C", "N", "H", "H", "H", "H", "H", "H", "H", "H", "H", "C", "As", "C", "C", "H", "H", "H", "H", "H", "H", "H", "H", "H", "C", "P", "C", "C", "C", "C", "C", "C", "C", "C", "C", "C", "C", "C", "H", "H", "H", "H", "H", "H", "H", "H", "H", "H", "H", "H", "H"], "xyz": [[-0.1827, -1.3153, 0.0715], [-1.5191, -3.1257, 0.6152], [-0.1757, -3.5531, 0.7117], [0.4360, -2.8401, 1.7664], [-0.5372, -1.9979, 2.3460], [-1.7428, -2.1658, 1.6297], [-2.2731, -3.5964, -0.0015], [0.2524, -4.4068, 0.1991], [1.4147, -3.0374, 2.1867], [-0.4370, -1.4625, 3.2827], [-2.7031, -1.7659, 1.9284], [-6.9219, 1.3850, 1.2212], [-5.2663, 0.8438, 0.4782], [-5.0467, -0.4892, 0.1375], [-3.8106, -0.8739, -0.3313], [-2.7569, 0.0489, -0.4667], [-3.0212, 1.3994, -0.1781], [-4.2566, 1.7852, 0.2929], [-1.5427, -0.4338, -0.9171], [-0.5579, 0.3455, -1.4222], [0.0470, -0.0723, -2.6724], [0.4777, 0.8722, -3.6136], [0.8041, 0.4357, -4.8852], [0.6871, -0.9156, -5.1808], [0.3090, -1.7864, -4.1667], [0.0248, -1.3940, -2.9312], [-5.8387, -1.2148, 0.2458], [-3.6458, -1.8988, -0.6303], [-2.2543, 2.1512, -0.2883], [-4.4480, 2.8214, 0.5232], [-0.5866, 1.4290, -1.2783], [0.5146, 1.9202, -3.3579], [1.1176, 1.1375, -5.6416], [0.8839, -1.2877, -6.1719], [0.2170, -2.8454, -4.3646], [3.5180, -2.8738, 0.0189], [2.0184, -2.1761, -1.0648], [3.2063, -1.2810, -2.3477], [1.6681, -3.8482, -2.0321], [4.1269, -3.5143, -0.6258], [3.1822, -3.4651, 0.8689], [4.1542, -2.0703, 0.3906], [3.9222, -2.0269, -2.7072], [3.7710, -0.4848, -1.8606], [2.6731, -0.8612, -3.1966], [2.1954, -3.8388, -2.9903], [0.6018, -3.9910, -2.2201], [2.0527, -4.6912, -1.4507], [2.4062, 0.1517, 2.1329], [0.7517, 0.5998, 1.4703], [-0.1700, 1.2701, 2.8896], [0.4588, 1.9078, 3.9574], [-0.3124, 2.5680, 4.9004], [-1.6934, 2.6057, 4.7819], [-2.3214, 1.9395, 3.7415], [-1.5608, 1.2694, 2.8027], [1.1003, 2.1217, 0.5125], [2.1029, 2.0856, -0.4580], [2.3840, 3.2139, -1.2077], [1.6431, 4.3735, -1.0215], [0.6195, 4.4023, -0.0877], [0.3464, 3.2823, 0.6798], [2.9711, 1.0489, 2.3950], [2.9647, -0.4071, 1.3753], [2.2856, -0.4701, 3.0219], [1.5341, 1.9040, 4.0588], [0.1692, 3.0684, 5.7259], [-2.2823, 3.1626, 5.4919], [-3.3966, 1.9479, 3.6574], [-2.0343, 0.7473, 1.9786], [2.6671, 1.1684, -0.6127], [3.1708, 3.1939, -1.9485], [1.8588, 5.2540, -1.6067], [0.0299, 5.2977, 0.0408], [-0.4476, 3.3217, 1.4116]]}